# 1
2 unconnected molecules or ions with the total composition C21H33 in a non-equilibrium geometry, computed with ωB97M-V/def2-TZVPD.

Geometry as XYZ:
```
54
Properties=species:S:1:pos:R:3:forces:R:3
C -4.572 -1.470 -0.526 -0.15 0.05 0.25
C -4.136 -2.563 0.464 0.11 0.05 -0.13
C -2.627 -2.711 0.686 0.05 0.06 0.26
C -1.849 -3.102 -0.568 -0.05 -0.34 0.09
C -0.323 -2.942 -0.428 -0.23 -0.16 -0.51
C 0.234 -1.604 -0.965 0.02 -0.21 -0.02
C 0.092 -0.413 -0.038 0.43 0.24 0.72
C 0.707 -0.406 1.163 -0.59 -0.18 -0.63
C -0.675 0.807 -0.503 -0.06 0.13 -0.32
C -2.153 0.561 -0.892 0.00 0.04 -0.07
C -3.102 0.529 0.307 0.02 0.22 0.24
C -4.499 -0.030 0.008 0.00 -0.09 -0.07
H -4.015 -1.554 -1.468 -0.16 -0.02 0.16
H -5.624 -1.670 -0.775 0.22 0.09 -0.05
H -4.600 -2.378 1.442 -0.09 -0.04 -0.19
H -4.524 -3.521 0.092 0.05 0.10 0.16
H -2.208 -1.798 1.131 -0.08 -0.31 -0.19
H -2.477 -3.502 1.439 0.04 0.20 -0.14
H -2.069 -4.164 -0.767 0.05 0.30 -0.03
H -2.217 -2.557 -1.452 0.24 -0.11 0.25
H -0.013 -3.090 0.616 -0.08 0.01 -0.20
H 0.128 -3.752 -1.019 0.11 0.25 0.18
H 1.309 -1.775 -1.158 -0.33 0.22 -0.01
H -0.232 -1.375 -1.936 0.17 -0.12 0.25
H 0.648 0.465 1.816 -0.11 -0.24 -0.05
H 1.196 -1.307 1.544 -0.02 0.28 -0.12
H -0.626 1.567 0.292 -0.06 -0.10 -0.23
H -0.180 1.238 -1.394 0.03 -0.22 0.28
H -2.480 1.380 -1.549 0.13 -0.22 0.08
H -2.247 -0.355 -1.496 0.15 0.21 0.22
H -2.647 -0.006 1.154 -0.12 0.18 -0.27
H -3.234 1.569 0.647 0.08 -0.23 0.03
H -4.991 0.623 -0.729 0.09 -0.05 0.18
H -5.086 0.035 0.935 0.01 -0.01 -0.22
C 3.724 0.322 1.966 0.30 -0.20 0.50
C 3.668 0.702 0.532 0.11 0.22 -0.20
C 4.107 -0.327 -0.439 0.58 -0.21 -0.02
C 3.373 2.026 0.133 -0.25 1.02 -0.21
C 3.654 2.538 -1.180 0.00 -0.15 0.13
C 3.394 3.861 -1.516 0.04 -0.25 -0.15
C 2.821 4.738 -0.584 0.06 -0.61 0.13
C 2.528 4.272 0.704 -0.12 -0.32 0.35
C 2.806 2.957 1.064 0.20 0.08 0.02
H 4.048 1.153 2.604 -0.12 -0.19 -0.20
H 2.760 -0.039 2.354 0.22 0.18 -0.27
H 4.433 -0.507 2.091 -0.24 0.24 0.01
H 4.548 0.096 -1.344 -0.24 -0.11 0.11
H 4.868 -0.954 0.047 -0.27 0.07 -0.21
H 3.293 -1.005 -0.744 -0.02 0.32 0.25
H 4.136 1.890 -1.917 -0.28 0.33 0.22
H 3.637 4.215 -2.521 -0.07 -0.14 0.40
H 2.606 5.771 -0.857 0.08 -0.25 0.06
H 2.077 4.937 1.447 0.21 -0.22 -0.32
H 2.612 2.626 2.089 -0.08 0.20 -0.47
```
Positions in Å, forces in eV/Å.

Summary:
- Max |F|: 1.1 eV Å⁻¹
- Charge: +1
- Kohn-Sham gap: 6.14 eV
- HOMO level: -11.9 eV

Here are the Mulliken charges for atoms 1 to 4, given in e: atom 1 (C): -0.539, atom 2 (C): -0.995, atom 3 (C): -0.284, atom 4 (C): -0.608

***

# 2
10 unconnected molecules or ions with the total composition C21H33B4F25N6O9S3 in a non-equilibrium geometry, computed with ωB97M-V/def2-TZVPD.

Geometry as XYZ:
```
101
Properties=species:S:1:pos:R:3:forces:R:3
C 0.744 -0.841 -2.746 -0.25 0.37 1.55
C 1.332 -0.396 -1.384 0.64 -0.25 0.36
N 0.388 0.408 -0.511 -1.31 -2.39 -0.72
C 0.698 1.374 0.376 -1.23 1.63 0.85
C -0.483 1.757 0.999 1.33 0.04 -0.41
N -1.433 0.889 0.600 -0.81 -0.95 -1.37
C -0.951 0.026 -0.316 2.28 1.99 0.51
C -2.848 0.970 0.926 -1.24 -0.73 -0.21
H 1.525 -1.190 -3.422 0.00 -0.19 0.39
H 0.270 0.016 -3.225 -0.19 0.02 0.01
H 0.017 -1.608 -2.477 -0.10 -0.21 -0.69
H 2.305 0.065 -1.550 -0.44 1.15 0.18
H 1.673 -1.192 -0.722 -0.54 -0.63 -0.33
H 1.654 1.831 0.587 0.08 -0.41 -0.65
H -0.744 2.673 1.507 0.10 -0.28 0.36
H -1.517 -0.764 -0.787 0.20 -0.19 0.01
H -3.315 -0.011 0.839 0.40 -0.44 0.53
H -3.442 1.468 0.160 0.55 0.78 0.13
H -3.017 1.414 1.907 0.15 0.01 -0.31
C 3.556 -4.125 -9.698 0.37 0.91 0.46
C 2.505 -5.152 -9.461 -0.66 -0.71 0.20
N 1.513 -4.783 -8.483 0.48 0.10 0.54
C 0.195 -4.415 -8.629 -1.09 0.60 -0.65
C -0.276 -3.879 -7.448 0.14 -0.92 -0.70
N 0.704 -4.009 -6.533 1.28 -0.35 0.47
C 1.789 -4.684 -7.120 -0.24 0.07 0.33
C 0.735 -3.641 -5.102 1.05 0.17 -0.91
H 3.142 -3.334 -10.322 0.23 0.14 -0.07
H 4.455 -4.550 -10.145 0.00 -0.07 -0.24
H 3.849 -3.680 -8.747 0.09 0.12 0.05
H 2.957 -6.083 -9.118 0.29 -0.38 0.28
H 2.089 -5.404 -10.437 -0.75 -0.03 0.13
H -0.234 -4.558 -9.610 -0.39 0.30 0.18
H -1.248 -3.568 -7.093 -0.02 0.14 -0.51
H 2.687 -5.044 -6.639 -0.17 0.48 0.00
H 1.141 -4.536 -4.630 -0.55 0.18 0.69
H -0.183 -3.215 -4.698 -0.20 -0.73 -0.22
H 1.484 -2.857 -4.987 0.14 -0.05 0.03
C -0.484 0.582 4.773 0.04 -0.87 -1.06
C -0.532 1.272 6.099 -0.63 -0.34 -1.10
N 0.830 1.697 6.416 1.53 -0.42 1.37
C 1.059 2.909 6.993 1.54 0.76 0.22
C 2.413 3.120 6.989 0.50 -0.31 -0.09
N 3.046 2.009 6.473 -3.54 -2.39 -0.28
C 2.013 1.065 6.194 0.34 2.99 0.04
C 4.479 1.752 6.299 -0.97 -0.41 0.61
H 0.222 1.052 4.087 -0.02 0.07 -0.02
H -1.444 0.569 4.257 -0.11 0.01 0.29
H -0.173 -0.456 4.890 0.05 -0.07 -0.18
H -0.975 0.586 6.822 0.20 0.43 0.41
H -1.126 2.175 5.961 0.07 0.03 0.56
H 0.315 3.534 7.464 -0.20 -0.13 -0.62
H 3.037 3.951 7.284 -0.41 0.11 0.03
H 2.066 0.061 5.801 0.48 0.17 -0.37
H 4.522 0.758 5.853 0.40 0.37 -0.61
H 4.909 1.638 7.294 0.26 0.36 -0.01
H 4.910 2.578 5.733 0.13 -0.43 -0.11
B -1.037 -4.332 -0.700 0.00 2.80 0.79
F -1.949 -3.243 -0.558 0.51 0.43 0.27
F -0.012 -3.982 -1.525 2.09 1.37 -2.01
F -0.426 -4.666 0.473 0.04 -0.73 2.01
F -1.690 -5.294 -1.296 -2.28 -3.81 -1.37
B -5.512 -2.601 0.245 -1.29 2.87 -0.88
F -6.101 -3.289 -0.794 -1.63 -1.35 -0.56
F -5.070 -1.419 -0.344 0.77 2.03 -0.94
F -6.421 -2.097 1.239 -0.27 -1.29 0.20
F -4.453 -3.234 0.667 2.05 -2.22 2.20
B 2.823 -1.045 2.368 -0.56 0.30 -1.46
F 3.492 -0.685 3.488 1.84 1.12 2.70
F 1.493 -0.804 2.603 -1.68 0.37 0.10
F 3.254 -0.233 1.286 0.14 -0.17 -0.13
F 3.032 -2.374 2.163 0.42 -1.36 -0.65
B 4.174 -1.696 -5.520 0.81 0.17 0.13
F 4.258 -3.025 -5.876 -0.52 -1.66 -0.19
F 3.559 -0.992 -6.539 -1.46 0.54 -0.39
F 3.612 -1.556 -4.238 -0.26 0.15 -0.45
F 5.480 -1.234 -5.535 1.61 0.73 0.63
C 1.644 4.446 2.427 -1.12 4.93 0.48
F 2.750 3.837 2.702 1.27 -2.07 -0.37
F 1.175 4.295 1.167 0.86 -0.87 1.35
F 0.711 4.109 3.330 -0.37 -1.06 -0.22
S 1.956 6.355 2.702 1.11 -0.07 -4.34
O 3.249 6.574 1.964 -1.35 -0.54 1.52
O 0.826 6.829 1.915 0.32 0.39 1.32
O 2.037 6.688 4.107 -0.25 -0.46 0.64
C -2.978 4.478 -1.193 -1.07 -1.14 5.44
F -4.102 3.989 -1.731 0.40 0.19 -0.75
F -2.050 3.496 -1.133 -0.23 0.18 -0.74
F -2.510 5.505 -1.788 0.60 1.40 -2.16
S -3.336 5.057 0.713 0.44 2.22 0.96
O -2.164 5.942 1.021 -1.56 -2.31 -0.91
O -4.573 5.858 0.710 0.44 -0.61 -1.05
O -3.509 3.840 1.502 0.88 0.26 -0.88
C -5.167 1.171 4.453 -2.45 0.11 0.83
F -6.089 1.106 3.454 0.51 0.42 0.77
F -4.526 0.035 4.446 0.83 -1.23 0.09
F -4.328 2.140 4.222 0.87 1.04 -0.48
S -5.970 1.435 6.182 -0.77 1.23 0.78
O -4.944 1.107 7.150 1.52 0.43 -0.06
O -6.410 2.856 6.247 0.57 -1.90 -0.64
O -7.002 0.431 6.285 -1.04 -0.05 -0.89
```
Positions in Å, forces in eV/Å.

Summary:
- Max |F|: 5.7 eV Å⁻¹
- Charge: -5
- Kohn-Sham gap (spin up / spin down): 2.63 / 5.78 eV
- 2S+1: 2
- HOMO level (spin up / spin down): 3.9 / 0.7 eV
- ⟨S²⟩: 0.76

Here are the Mulliken charges for atoms 1 to 4, given in e: atom 1 (C): -0.542, atom 2 (C): -0.591, atom 3 (N): 0.460, atom 4 (C): -0.695